Molecular formula: H16O8
Method: DFT, the ωB97M-V functional and the def2-TZVPD basis

XYZ file:
```
24
Properties=species:S:1:pos:R:3:forces:R:3
O -0.325667 0.097458 -0.755542 1.09 1.31 -0.73
H -0.267667 -0.834542 -0.659542 0.31 -2.00 0.08
H -1.163667 0.332458 -0.391542 -1.33 0.52 -0.05
O 2.670333 -2.387542 -1.878542 0.99 1.10 -0.31
H 3.349333 -1.674542 -1.979542 -0.77 -0.97 0.03
H 2.081333 -2.001542 -1.224542 -0.16 -0.18 0.27
O 2.153333 -1.302542 1.065458 0.22 -0.03 -0.51
H 1.888333 -0.377542 1.013458 0.36 0.45 -0.15
H 1.620333 -1.538542 1.812458 -0.22 -0.45 0.94
O 0.494333 0.773458 1.676458 -0.52 0.91 -0.60
H 0.245333 0.558458 0.737458 0.25 0.04 0.62
H 0.293333 1.729458 1.704458 0.31 -0.62 0.34
O -3.082667 2.892458 1.819458 -0.43 -1.15 1.22
H -2.932667 3.724458 1.424458 0.35 1.24 -0.79
H -2.776667 2.192458 1.232458 0.06 0.28 -0.18
O 2.131333 1.338458 -1.838542 0.27 0.26 -0.06
H 1.834333 2.250458 -1.954542 0.01 -0.33 0.04
H 1.342333 0.824458 -1.640542 -0.29 0.08 0.01
O -2.788667 0.878458 0.023458 0.41 0.36 -0.26
H -3.113667 0.129458 0.482458 -0.14 -1.45 1.27
H -3.559667 1.068458 -0.490542 -0.61 0.77 -1.00
O 0.050333 -2.586542 -0.302542 0.10 -0.32 0.85
H 0.488333 -2.838542 0.535458 -0.03 0.41 -0.76
H -0.631667 -3.248542 -0.411542 -0.24 -0.25 -0.28
```
Positions in Å, forces in eV/Å.

**Total charge**: 0
**Energy above the lowest of the compared OMol25 structures with the same formula, charge and spin**: 49.8 kcal per mole
**Orbital gap**: 10.25 eV

---

Molecular formula: H16O8
Method: DFT, the ωB97M-V functional and the def2-TZVPD basis

XYZ file:
```
24
Properties=species:S:1:pos:R:3:forces:R:3
O -0.564978 -0.842810 0.257587 0.14 -0.17 -0.05
H -0.539991 -0.875061 -0.705390 -0.13 0.12 0.13
H 0.133726 -0.220740 0.489604 -0.17 -0.24 0.09
O 3.451075 -1.728362 1.720450 -0.07 -0.23 0.01
H 3.374540 -2.190646 0.878175 -0.02 0.17 0.05
H 3.225845 -2.397535 2.376551 0.03 0.08 0.00
O 0.970091 1.659698 -1.226819 -1.01 0.08 -0.63
H 0.835805 1.355443 -0.322172 -0.18 0.49 -0.45
H 0.905421 0.856900 -1.756275 0.02 0.11 0.05
O 2.224717 -0.963777 -1.353044 -0.02 -0.69 -0.55
H 3.049871 -0.737091 -1.796580 0.07 -0.11 -0.30
H 2.042050 -1.864447 -1.643589 -0.08 -0.02 0.09
O -3.753022 -2.180423 -0.800521 0.08 -0.37 -0.09
H -3.602071 -3.017857 -0.347854 -0.02 0.01 -0.05
H -3.311646 -2.290288 -1.650289 -0.08 0.09 0.06
O -1.389867 3.265639 0.512900 -0.09 0.21 0.05
H -1.413710 3.919137 -0.195169 0.12 -0.14 0.00
H -2.145133 3.492600 1.067023 0.05 -0.15 -0.02
O 3.022125 1.142966 0.092035 0.93 -0.03 0.67
H 2.292660 1.075086 0.718345 0.54 -0.05 0.12
H 2.870773 0.417138 -0.523803 -0.12 0.55 0.77
O -3.888241 0.068646 0.952124 -0.21 0.15 0.41
H -3.462735 -0.768827 1.167936 0.11 0.15 -0.28
H -4.830607 -0.126428 1.005793 0.12 0.01 -0.09
```
Positions in Å, forces in eV/Å.

**Total charge**: 0
**Energy above the lowest of the compared OMol25 structures with the same formula, charge and spin**: 85.5 kcal per mole
**Orbital gap**: 9.67 eV

---

Molecular formula: H16O8
Method: DFT, the ωB97M-V functional and the def2-TZVPD basis

XYZ file:
```
24
Properties=species:S:1:pos:R:3:forces:R:3
O 2.213638 1.895608 -2.705613 -0.15 0.30 0.04
H 2.163348 1.265538 -1.986783 -0.03 -0.21 0.27
H 2.540348 1.387228 -3.447933 0.04 -0.18 -0.25
O -2.553322 -2.610402 -0.914773 -0.08 -0.26 0.00
H -1.648982 -2.403292 -1.150333 0.23 0.05 -0.06
H -2.939532 -1.766532 -0.680323 -0.15 0.27 0.09
O -1.674082 -0.347022 4.563407 0.05 -0.20 -0.10
H -2.390972 0.253128 4.358157 -0.22 0.10 -0.08
H -1.051562 0.183778 5.060357 0.20 0.10 0.16
O -4.260402 0.650528 0.904537 0.26 -0.12 -0.05
H -4.359792 1.457898 1.409037 0.00 0.23 0.08
H -5.145332 0.289328 0.852907 -0.23 -0.13 -0.05
O -1.442732 2.921338 -2.575203 -0.28 0.05 -0.10
H -0.668242 2.376968 -2.716783 0.37 -0.12 -0.12
H -1.439862 3.102978 -1.635393 0.00 0.07 0.20
O 1.733988 -1.712332 -4.139313 0.02 0.28 -0.02
H 1.507168 -2.153102 -3.320473 -0.09 -0.08 0.24
H 2.112708 -2.401022 -4.685663 0.10 -0.15 -0.19
O 4.934658 -0.217802 3.765357 -0.14 0.12 0.14
H 5.727558 -0.722602 3.946267 0.21 -0.11 0.09
H 4.718038 -0.428472 2.857097 -0.07 -0.01 -0.24
O 0.812868 -0.259312 0.405897 0.16 0.04 -0.34
H 1.163378 -0.779372 1.129017 0.08 -0.14 0.21
H -0.052882 0.016938 0.706547 -0.27 0.08 0.09
```
Positions in Å, forces in eV/Å.

**Total charge**: 0
**Energy above the lowest of the compared OMol25 structures with the same formula, charge and spin**: 63.4 kcal per mole
**Orbital gap**: 11.18 eV

---

Molecular formula: H16S8
Method: DFT, the ωB97M-V functional and the def2-TZVPD basis

XYZ file:
```
24
Properties=species:S:1:pos:R:3:forces:R:3
S 5.601931 -1.870855 -1.920310 0.14 0.50 0.03
H 4.477203 -2.581709 -1.987952 -0.01 -0.29 -0.01
H 6.441589 -2.908672 -1.954115 -0.16 -0.20 -0.01
S -3.232740 -2.203486 -1.952420 0.07 -0.49 0.14
H -2.129283 -2.103725 -2.701460 0.01 0.07 -0.03
H -3.579527 -0.942653 -2.151690 -0.06 0.42 -0.10
S -1.797635 4.606841 4.244743 -0.32 -0.03 0.15
H -1.397911 4.294556 3.007658 0.21 0.06 0.03
H -0.603446 5.028779 4.671296 0.11 -0.03 -0.18
S 0.877174 0.206747 -6.304388 -0.01 -0.03 -0.01
H -0.421224 0.021360 -6.034643 0.01 0.01 -0.01
H 1.058777 0.938566 -5.199450 0.00 0.01 0.02
S -4.041518 -3.971818 3.267942 -0.31 0.27 0.34
H -3.423858 -4.677129 2.337291 0.27 -0.25 -0.33
H -2.907256 -3.706873 3.925109 0.04 -0.02 -0.02
S 4.046343 -0.413224 4.425077 0.01 0.02 -0.07
H 4.384408 0.873535 4.274274 -0.01 0.00 0.03
H 4.738361 -0.767140 3.334288 0.00 -0.03 0.02
S 1.617590 -0.864815 -0.277741 0.12 0.03 -0.20
H 2.723145 -0.336355 0.262715 0.00 -0.01 0.00
H 0.999974 -0.916114 0.899582 -0.11 -0.02 0.20
S -4.912561 4.179365 -1.788741 -0.39 -0.18 -0.44
H -4.210755 3.102738 -1.421705 0.11 0.08 0.14
H -4.308788 5.012081 -0.955356 0.28 0.11 0.31
```
Positions in Å, forces in eV/Å.

**Total charge**: 0
**Energy above the lowest of the compared OMol25 structures with the same formula, charge and spin**: 5.6 kcal per mole
**Orbital gap**: 9.84 eV

---

Molecular formula: H17O12S
Method: DFT, the ωB97M-V functional and the def2-TZVPD basis

XYZ file:
```
30
Properties=species:S:1:pos:R:3:forces:R:3
O 7.457000 34.466000 10.172000 4.12 0.90 -3.48
H 6.903000 34.286000 10.836000 -4.40 -1.16 3.89
H 7.081000 34.426000 9.096000 -0.24 -0.17 -1.34
H 8.112000 35.095000 10.581000 0.00 0.50 -0.91
S 6.647000 34.789000 6.541000 0.65 3.75 -1.03
O 6.716000 33.865000 5.469000 0.15 -1.88 -1.75
O 7.828000 35.733000 6.481000 -0.53 -0.73 0.91
O 5.412000 35.529000 6.628000 -1.25 1.17 -0.42
O 6.641000 34.012000 7.808000 2.39 -0.69 4.21
O 10.851000 34.132000 10.234000 -0.41 -1.37 2.61
H 10.625000 33.791000 9.412000 -0.25 0.43 -3.98
H 10.464000 33.289000 10.580000 0.56 0.96 1.39
O 7.724000 31.615000 7.781000 5.28 -8.64 0.31
H 7.270000 32.328000 7.731000 -4.78 7.97 -0.79
H 7.707000 31.219000 6.898000 -0.05 0.34 0.38
O 9.047000 36.285000 11.451000 -4.03 3.52 -0.44
H 9.075000 37.253000 11.124000 0.16 -2.73 0.51
H 9.867000 35.913000 11.483000 3.85 -1.24 -0.21
O 5.469000 36.666000 10.099000 1.23 0.06 0.86
H 4.854000 36.917000 9.402000 0.80 -0.10 -0.41
H 6.450000 36.786000 9.840000 -2.40 -0.11 -0.52
O 4.922000 32.661000 8.892000 -6.74 -5.52 4.02
H 5.640000 33.021000 8.594000 5.92 3.90 -3.24
H 4.206000 33.262000 8.978000 -0.33 1.05 -0.31
O 5.730000 34.195000 12.578000 0.33 4.10 0.59
H 6.051000 33.353000 12.553000 0.40 -3.75 -0.23
H 4.839000 34.326000 12.288000 -0.58 -0.52 -0.49
O 7.844000 37.091000 8.845000 -0.11 3.64 1.29
H 8.016000 36.748000 7.987000 0.17 -2.22 -2.46
H 7.670000 38.031000 8.533000 0.09 -1.46 1.02
```
Positions in Å, forces in eV/Å.

**Total charge**: -1
**Energy above the lowest of the compared OMol25 structures with the same formula, charge and spin**: 6.9 kcal per mole
**Orbital gap**: 6.98 eV

---

Molecular formula: H17O9
Method: DFT, the ωB97M-V functional and the def2-TZVPD basis

XYZ file:
```
26
Properties=species:S:1:pos:R:3:forces:R:3
O -1.135622 -1.821483 0.225811 0.08 0.16 0.08
H -2.523376 2.211625 -1.249834 0.01 0.34 -0.44
H -0.414914 -1.485397 0.785099 -0.20 -0.18 0.02
O 0.199662 0.325230 2.067161 0.16 0.07 0.21
H -0.565482 0.620488 1.572778 -0.13 -0.28 -0.09
O 1.483985 -3.696317 0.028566 -0.56 -0.01 0.10
H 0.551220 -3.944903 -0.010264 0.16 -0.26 -0.07
H 1.375085 -2.742631 0.231813 0.57 0.26 0.03
O -1.568946 2.819929 1.730142 -0.33 0.93 0.50
H -0.730221 -1.783231 -0.647443 0.00 -0.11 -0.24
H -0.667740 2.487505 1.763724 -0.11 -0.46 -0.28
O 1.615586 -0.883368 0.429820 0.00 -0.35 -0.77
H 2.561292 -1.015750 0.497233 0.17 0.09 0.35
H -2.162786 2.349306 1.141639 0.39 -0.26 -0.21
O 1.217841 -1.407331 -2.147864 -0.17 0.47 -0.30
H 1.924154 -1.990139 -2.424154 0.07 -0.23 0.11
H 1.477165 -1.078275 -1.240547 -0.13 -0.24 0.23
O -3.365922 1.900914 -0.907562 0.49 -0.35 0.59
H -3.074528 1.041632 -0.565821 -0.50 -0.15 -0.19
H 0.798449 -0.232206 1.430305 0.08 0.63 0.20
O 2.623410 2.802033 1.249735 -0.16 -0.32 -0.20
H 2.559020 2.936729 0.302060 0.12 0.28 -0.19
H 2.214153 1.927370 1.323668 -0.08 -0.12 0.42
O -1.221427 0.185892 -2.472850 -2.14 0.73 -0.89
H -0.807545 -0.247016 -3.214222 0.80 -0.27 0.34
H -0.666889 0.241728 -1.721691 1.42 -0.41 0.66
```
Positions in Å, forces in eV/Å.

**Total charge**: -1
**Energy above the lowest of the compared OMol25 structures with the same formula, charge and spin**: 16.4 kcal per mole
**Orbital gap**: 9.46 eV

---

- Which value of total charge does entry 1 give?
  0